This record from OMol25 describes C4H8FO3P in the gas phase. The level of theory is ωB97M-V with the def2-TZVPD basis set.

HOMO-LUMO gap (spin up / spin down)   8.0 / 8.0 eV
F_max   5.6 eV/A

```
17
C4H8FO3P | OMol25 | ωB97M-V with the def2-TZVPD basis set
C 0.85994 -0.79789 -0.00657
C -0.87563 0.70837 -0.91606
O -1.32550 0.34456 -2.11988
H -1.06011 -0.98230 0.94883
H 1.83629 -0.58762 0.16682
H 0.26130 -0.67735 1.94876
H -0.72506 0.67958 -2.84511
H 0.04330 -2.16850 1.43288
O 0.47679 0.51002 -0.51716
O 0.13645 2.64379 -2.52640
C -0.07472 -1.17637 1.12666
P -0.39543 2.63377 -1.17095
C 0.36018 3.73000 -0.01753
H 0.71149 -1.65019 -0.82158
H -1.69581 0.68655 -0.10420
H 0.31467 4.67305 -0.42675
F 0.09798 3.50112 1.31846
```

The molecule's Löwdin atomic charges, reported in e, are given here: number 1, C, carries -0.1756; number 2, C, carries -0.4791; number 3, O, carries 0.0006; number 4, H, carries 0.0394; number 5, H, carries 0.0858; number 6, H, carries 0.0554; number 7, H, carries 0.1283; number 8, H, carries 0.0698; number 9, O, carries -0.1866; number 10, O, carries -0.3689; number 11, C, carries -0.0525; number 12, P, carries 0.9062; number 13, C, carries -0.2467; number 14, H, carries 0.1590; number 15, H, carries 0.1575; number 16, H, carries 0.0081; number 17, F, carries -0.1007